Entry from the Open Molecules 2025 dataset: C46H55F4N8S2SbTl as an isolated structure (ωB97M-V/def2-TZVPD).

Structure (XYZ):
```
117
Properties=species:S:1:pos:R:3:mulliken_charge:R:1
Tl -4.598 -22.460 -2.534 1.495
C -6.534 -20.887 -0.408 -1.154
C -7.061 -22.270 -0.488 -0.616
N -6.144 -23.356 -1.022 0.542
C -5.493 -24.105 0.029 -0.656
C -4.586 -23.306 0.962 -1.170
C -6.801 -24.255 -2.051 -0.999
C -7.395 -23.439 -3.146 -0.846
N -6.289 -22.806 -3.850 0.294
C -6.666 -21.867 -4.801 -0.480
C -6.314 -22.106 -6.125 0.210
F -5.721 -23.280 -6.359 0.298
C -6.694 -21.246 -7.154 -0.450
F -6.560 -21.588 -8.400 -0.263
C -7.386 -20.136 -6.835 -0.538
C -7.754 -19.847 -5.512 0.095
F -8.563 -18.849 -5.154 -0.289
C -7.433 -20.723 -4.541 0.451
F -7.800 -20.465 -3.265 -0.310
H -5.680 -20.700 0.277 0.214
H -7.279 -20.222 -0.062 0.579
H -6.185 -20.486 -1.373 0.083
H -7.915 -22.306 -1.079 0.447
H -7.354 -22.658 0.520 0.444
H -4.886 -24.862 -0.517 0.190
H -6.231 -24.681 0.613 0.517
H -3.839 -22.807 0.326 0.222
H -4.203 -23.951 1.737 0.456
H -5.151 -22.525 1.434 0.362
H -7.531 -24.884 -1.535 0.557
H -6.132 -25.025 -2.459 0.463
H -8.148 -22.738 -2.825 0.473
H -7.828 -24.199 -3.835 0.335
H -7.718 -19.472 -7.609 0.533
C 0.915 -19.485 0.702 -1.320
C 0.012 -20.715 0.532 0.218
N -1.239 -20.392 -0.166 -0.232
C -1.889 -21.183 -1.051 0.473
S -3.213 -20.450 -1.900 -0.326
N -1.562 -22.446 -1.055 -0.793
N -2.297 -23.211 -1.877 0.642
C -2.045 -24.455 -1.886 0.318
C -1.034 -25.019 -0.967 -1.579
C -2.888 -25.335 -2.808 0.465
C -2.477 -26.603 -3.089 -0.862
C -3.383 -27.341 -3.881 -1.189
C -4.458 -26.711 -4.425 -0.756
C -4.732 -25.386 -4.149 -0.329
N -3.961 -24.702 -3.300 0.616
H 1.807 -19.797 1.239 0.389
H 1.112 -19.100 -0.278 0.377
H 0.332 -18.746 1.306 0.342
H 0.552 -21.466 -0.058 -0.259
H -0.272 -21.117 1.474 0.273
H -1.418 -19.412 -0.206 0.271
H -1.159 -26.102 -0.981 0.540
H -0.034 -24.826 -1.398 0.164
H -1.069 -24.592 0.034 0.354
H -1.556 -27.022 -2.692 0.412
H -3.179 -28.386 -3.989 0.546
H -5.153 -27.270 -5.043 0.335
H -5.579 -24.908 -4.582 0.403
C -5.681 -28.322 -8.224 -0.629
C -5.954 -27.844 -9.698 -0.640
N -6.111 -26.380 -9.706 -0.199
C -7.089 -25.953 -8.663 -0.902
C -6.543 -26.329 -7.294 0.739
N -5.306 -27.159 -7.418 0.145
C -4.291 -26.389 -8.077 0.190
C -4.797 -25.792 -9.387 -1.293
H -4.886 -28.991 -8.186 0.416
H -6.571 -28.855 -7.866 0.387
H -6.907 -28.225 -10.087 0.363
H -5.193 -28.087 -10.442 0.293
H -8.059 -26.465 -8.864 0.190
H -7.315 -24.912 -8.753 0.476
H -7.318 -26.922 -6.709 0.543
H -6.295 -25.478 -6.687 -0.932
H -3.453 -27.107 -8.308 -0.073
H -3.968 -25.638 -7.370 -0.003
H -4.094 -25.941 -10.157 0.464
H -4.894 -24.712 -9.304 0.364
S -1.656 -22.994 -5.920 -0.484
Sb 0.382 -23.955 -6.416 1.497
C 1.641 -23.933 -4.667 0.420
C 2.798 -24.716 -4.587 -0.287
C 3.531 -24.693 -3.431 -0.991
C 2.981 -23.926 -2.345 -0.347
C 1.846 -23.172 -2.420 -0.088
C 1.152 -23.151 -3.636 -0.518
C 1.225 -23.490 -8.294 0.448
C 2.467 -24.058 -8.591 -0.177
C 2.933 -24.023 -9.878 -0.705
C 2.142 -23.481 -10.879 -0.500
C 0.906 -22.922 -10.601 -0.450
C 0.412 -22.892 -9.259 -0.720
C 0.138 -26.064 -6.755 0.501
C 1.270 -26.887 -6.978 -0.305
C 1.115 -28.254 -7.156 -0.910
C -0.190 -28.770 -7.072 -0.819
C -1.283 -27.944 -6.916 -0.352
C -1.130 -26.564 -6.709 0.242
H 3.020 -25.417 -5.415 0.037
H 4.395 -25.346 -3.265 0.382
H 3.428 -23.957 -1.378 0.420
H 1.615 -22.534 -1.566 0.096
H 0.254 -22.613 -3.784 0.443
H 3.131 -24.467 -7.859 0.381
H 3.885 -24.446 -10.133 0.435
H 2.477 -23.556 -11.907 0.359
H 0.202 -22.507 -11.347 0.343
H -0.567 -22.496 -9.088 0.491
H 2.299 -26.528 -7.037 0.106
H 1.977 -28.924 -7.424 0.346
H -0.432 -29.830 -7.129 0.382
H -2.249 -28.456 -6.886 0.440
H -2.009 -25.949 -6.644 0.000
```

ΔE to the lowest compared entry with this formula, charge and spin ... 0.0 kcal per mole
Total charge ... +1
LUMO ... -2.985 eV
HOMO-LUMO gap ... 6.5170 eV

---

Entry from the Open Molecules 2025 dataset: C46H56AsBrN4O5PSi3Zr as an isolated structure (ωB97M-V/def2-TZVPD).

Structure (XYZ):
```
118
Properties=species:S:1:pos:R:3:mulliken_charge:R:1
Zr 0.520 -0.480 0.643 -1.324
O 1.790 -6.130 4.918 -0.690
C 1.628 -6.125 3.694 0.194
O 1.523 -6.993 2.814 -0.691
C 1.589 -4.700 3.090 -1.450
C 2.117 -4.447 1.834 -0.382
C 2.039 -3.179 1.312 0.062
N 1.381 -2.181 1.929 2.161
C 0.901 -2.419 3.166 0.723
C 1.013 -3.645 3.781 -0.976
C 0.262 -1.261 3.806 -0.487
C -0.032 -1.206 5.158 -0.622
C -0.578 -0.047 5.681 -1.239
C -0.794 1.034 4.842 -1.474
C -0.477 0.902 3.506 -1.013
N 0.021 -0.228 2.985 1.480
C 2.615 -2.849 0.002 0.173
C 3.530 -3.691 -0.614 -0.935
C 3.945 -3.424 -1.903 -1.407
C 3.420 -2.317 -2.548 -1.084
C 2.565 -1.498 -1.849 -1.593
N 2.179 -1.719 -0.584 1.619
H 2.533 -5.276 1.279 0.737
H 0.657 -3.827 4.786 0.616
H 0.183 -2.050 5.796 0.589
H -0.814 0.014 6.735 0.486
H -1.197 1.969 5.203 0.644
H -0.620 1.729 2.831 0.940
H 3.904 -4.553 -0.082 0.567
H 4.651 -4.077 -2.399 0.475
H 3.678 -2.076 -3.570 0.626
H 2.158 -0.621 -2.326 0.245
Br 4.726 -1.890 2.735 -0.004
C 4.297 -0.067 3.038 0.126
C 5.118 0.668 3.882 -0.752
C 4.796 1.996 4.095 -0.648
C 3.677 2.526 3.467 -1.046
C 2.937 1.699 2.644 0.173
N 3.236 0.413 2.427 0.167
C 1.697 2.234 1.965 -0.345
O 1.241 3.310 2.264 -0.661
O 1.187 1.426 1.067 1.661
H 5.976 0.206 4.348 0.489
H 5.408 2.609 4.744 0.483
H 3.364 3.552 3.601 0.554
C -0.162 2.554 -4.937 -1.118
Si -0.738 2.844 -3.190 0.307
C -2.599 2.900 -3.146 -0.381
C -0.198 4.534 -2.649 -1.192
As 0.036 0.985 -1.801 0.768
Si 2.355 1.910 -1.790 1.643
C 2.193 3.545 -0.889 -1.386
C 3.010 2.157 -3.533 -1.388
C 3.738 0.991 -0.901 -0.949
Si -0.551 -0.793 -3.336 0.798
C 0.760 -1.100 -4.650 -1.208
C -1.068 -2.412 -2.498 -0.922
C -2.159 -0.310 -4.156 -0.572
H -0.746 3.225 -5.577 0.497
H -0.337 1.537 -5.284 0.181
H 0.887 2.795 -5.084 0.332
H -2.910 3.933 -3.327 0.532
H -2.987 2.601 -2.176 -0.375
H -3.058 2.277 -3.909 0.447
H -0.797 5.221 -3.257 0.511
H 0.846 4.755 -2.843 0.278
H -0.425 4.742 -1.603 0.336
H 2.453 4.375 -1.546 0.578
H 2.917 3.552 -0.071 0.508
H 1.216 3.729 -0.451 0.095
H 2.766 3.154 -3.906 0.356
H 2.641 1.428 -4.254 0.198
H 4.101 2.080 -3.509 0.482
H 3.487 0.434 -0.001 -0.427
H 4.422 1.791 -0.594 0.571
H 4.299 0.344 -1.577 0.484
H 1.638 -0.459 -4.569 0.064
H 0.323 -0.928 -5.637 0.513
H 1.095 -2.141 -4.621 0.555
H -0.918 -3.174 -3.273 0.838
H -2.152 -2.323 -2.378 -0.151
H 0.555 -3.209 -1.364 0.007
H -2.053 0.420 -4.957 0.523
H -2.880 0.055 -3.424 -0.423
H -2.581 -1.220 -4.595 0.482
C -1.193 -4.159 -0.667 -1.595
C -0.485 -2.920 -1.193 0.504
O -0.519 -1.891 -0.216 0.747
H -2.261 -3.985 -0.537 0.303
H -0.762 -4.463 0.289 0.331
H -1.070 -4.984 -1.370 0.384
C -2.827 -1.260 2.236 -2.192
P -2.355 0.047 1.042 2.707
C -2.967 1.605 1.759 0.210
C -4.049 1.664 2.631 -0.938
C -4.481 2.890 3.120 -0.835
C -3.838 4.061 2.737 -0.795
C -2.757 4.009 1.866 -0.713
C -2.322 2.784 1.381 -0.006
C -3.580 -0.226 -0.289 1.089
C -4.232 0.847 -0.892 -0.986
C -5.190 0.632 -1.872 -0.605
C -5.520 -0.662 -2.254 -0.755
C -4.895 -1.738 -1.642 -0.547
C -3.935 -1.521 -0.664 -0.962
H -3.897 -1.459 2.209 0.653
H -2.547 -0.955 3.244 0.499
H -2.290 -2.176 1.986 0.384
H -4.564 0.759 2.930 0.423
H -5.324 2.932 3.799 0.453
H -4.177 5.014 3.122 0.399
H -2.245 4.918 1.577 0.500
H -1.457 2.737 0.726 0.550
H -4.025 1.857 -0.563 0.539
H -5.691 1.478 -2.325 0.438
H -6.275 -0.829 -3.012 0.396
H -5.165 -2.751 -1.914 0.500
H -3.475 -2.367 -0.174 0.359
```

ΔE to the lowest compared entry with this formula, charge and spin ... 1.7 kcal per mole
Total charge ... +1
LUMO ... -3.531 eV
HOMO-LUMO gap ... 6.3108 eV

---

Entry from the Open Molecules 2025 dataset: C46H56GeN2O6PRhS as an isolated structure (ωB97M-V/def2-TZVPD).

Structure (XYZ):
```
114
Properties=species:S:1:pos:R:3:mulliken_charge:R:1
Rh -0.057 0.227 0.300 1.427
N 0.464 -0.421 -1.872 0.112
C 1.861 -0.347 -2.258 -0.761
C 2.778 -0.368 -1.030 0.215
O 3.952 -0.689 -1.128 -0.634
N 2.168 0.070 0.110 1.152
C 2.882 0.076 1.325 -0.866
C 1.908 -0.230 2.559 0.581
O 2.466 -0.627 3.563 -0.742
O 0.702 0.078 2.359 -0.816
H 0.146 -1.377 -1.785 -0.245
H -0.204 0.075 -2.462 0.348
H 2.064 0.587 -2.787 0.343
H 2.162 -1.168 -2.914 0.372
H 3.241 1.079 1.585 0.304
H 3.724 -0.616 1.340 0.457
O -2.112 0.511 -2.362 -0.793
C -2.638 -0.078 -1.407 0.264
O -2.021 -0.627 -0.420 -0.898
C -4.172 -0.073 -1.279 -0.805
C -4.935 -1.249 -1.903 -1.250
Ge -4.401 -3.081 -1.348 0.802
C -5.951 -4.301 -1.555 0.118
C -5.817 -5.562 -2.134 -0.228
C -6.902 -6.420 -2.243 -0.682
C -8.144 -6.036 -1.760 -0.456
C -8.290 -4.795 -1.158 -0.751
C -7.202 -3.940 -1.059 -0.453
C -3.093 -3.708 -2.681 -0.329
C -1.727 -3.775 -2.438 0.147
C -0.849 -4.177 -3.440 -0.620
C -1.329 -4.518 -4.695 -0.677
C -2.690 -4.453 -4.950 -0.772
C -3.560 -4.043 -3.952 -0.151
C -3.898 -3.169 0.547 0.304
C -4.593 -2.380 1.460 -0.302
C -4.314 -2.450 2.816 -0.818
C -3.329 -3.313 3.277 -0.564
C -2.639 -4.110 2.378 -0.589
C -2.928 -4.043 1.024 0.102
H -4.508 0.849 -1.756 0.704
H -4.382 -0.027 -0.210 0.127
H -4.829 -1.225 -2.989 0.526
H -5.995 -1.109 -1.677 0.421
H -4.851 -5.881 -2.507 0.331
H -6.780 -7.391 -2.708 0.400
H -8.993 -6.702 -1.849 0.377
H -9.254 -4.495 -0.767 0.392
H -7.329 -2.974 -0.582 0.244
H -1.367 -3.495 -1.453 0.270
H 0.216 -4.230 -3.246 0.430
H -0.643 -4.832 -5.472 0.393
H -3.070 -4.729 -5.926 0.410
H -4.623 -3.987 -4.160 0.531
H -5.368 -1.705 1.110 0.302
H -4.862 -1.833 3.517 0.422
H -3.102 -3.362 4.334 0.392
H -1.875 -4.788 2.739 0.419
H -2.398 -4.683 0.329 0.487
C 2.487 3.419 0.071 -2.280
C 1.275 3.761 0.953 2.347
C 1.478 3.267 2.391 -1.724
C 1.146 5.284 0.971 -1.908
P -0.163 2.796 0.165 1.645
C -0.309 3.730 -1.405 0.727
C 0.200 3.121 -2.548 0.057
C 0.219 3.784 -3.765 -0.560
C -0.278 5.075 -3.855 -0.743
C -0.801 5.688 -2.726 -0.853
C -0.817 5.024 -1.510 -0.659
C -1.807 3.046 1.080 2.181
C -2.900 3.033 0.003 -1.659
C -1.969 1.796 1.957 -1.431
C -1.948 4.287 1.959 -1.864
H 3.410 3.687 0.591 0.516
H 2.450 3.983 -0.862 0.419
H 2.523 2.360 -0.176 0.445
H 2.510 3.440 2.708 0.474
H 1.260 2.207 2.492 0.196
H 0.836 3.811 3.084 0.279
H 2.061 5.688 1.415 0.543
H 0.306 5.629 1.573 0.268
H 1.061 5.701 -0.030 0.442
H 0.579 2.111 -2.471 -0.703
H 0.621 3.296 -4.644 0.457
H -0.260 5.602 -4.800 0.388
H -1.191 6.696 -2.790 0.453
H -1.227 5.528 -0.646 0.363
H -2.731 2.229 -0.717 -0.019
H -2.936 3.970 -0.547 0.312
H -3.877 2.876 0.468 0.607
H -1.642 0.895 1.410 -0.363
H -3.016 1.662 2.233 0.575
H -1.374 1.855 2.869 0.371
H -1.904 5.210 1.382 0.221
H -1.185 4.318 2.736 0.356
H -2.922 4.258 2.456 0.491
C 0.802 -4.949 0.358 -1.057
S 1.489 -3.288 0.033 0.607
O 0.523 -2.323 0.647 -0.239
C 2.874 -3.556 1.154 0.399
C 2.676 -3.598 2.523 -0.338
C 3.772 -3.759 3.356 -0.658
C 5.043 -3.878 2.813 -0.496
C 5.228 -3.853 1.438 -0.635
C 4.138 -3.694 0.598 -0.361
H 0.471 -4.974 1.394 0.257
H 1.602 -5.667 0.188 0.517
H -0.030 -5.135 -0.318 0.313
H 1.683 -3.469 2.933 0.309
H 3.628 -3.770 4.427 0.419
H 5.897 -3.992 3.468 0.393
H 6.223 -3.934 1.020 0.403
H 4.271 -3.646 -0.474 0.377
```

2S+1 ... 5
Expectation value of S² ... 6.0199
ΔE to the lowest compared entry with this formula, charge and spin ... 0.0 kcal per mole
Total charge ... 0
LUMO (alpha / beta) ... 0.479 / -2.694 eV
HOMO-LUMO gap (alpha / beta) ... 8.5508 / 6.1381 eV

---

Entry from the Open Molecules 2025 dataset: C46H56I2KN5O7S2 as an isolated structure (ωB97M-V/def2-TZVPD).

Structure (XYZ):
```
119
Properties=species:S:1:pos:R:3:mulliken_charge:R:1
K 1.486 -0.518 0.256 1.072
S 4.435 0.478 3.667 -0.401
C 2.747 1.003 3.560 -0.362
C 2.444 2.300 3.993 -0.971
C 1.150 2.761 3.851 -0.372
C 0.186 1.927 3.305 -0.586
C 0.566 0.653 2.919 -0.422
N 1.822 0.205 3.033 0.551
H 3.221 2.921 4.419 0.431
H 0.896 3.769 4.162 0.442
H -0.839 2.245 3.165 0.051
H -0.148 -0.012 2.434 0.859
C -3.179 -1.399 -3.910 -1.472
C -3.086 0.078 -3.541 1.638
C -3.965 0.933 -4.437 -1.897
O -3.446 0.321 -2.198 -0.468
C -2.252 0.461 -1.400 -0.026
C -1.088 0.369 -2.418 0.111
O -1.761 0.522 -3.675 -0.349
C 0.145 1.390 -2.343 1.590
O 1.208 0.783 -1.774 -0.614
C -0.260 2.649 -1.532 -0.161
C 0.474 3.000 -0.405 0.167
C 0.129 4.104 0.366 -0.464
C -0.967 4.885 0.031 -0.994
C -1.718 4.543 -1.087 -0.842
C -1.362 3.444 -1.855 0.550
C 0.549 1.886 -3.779 0.615
C -0.265 2.560 -4.694 0.302
C 0.226 2.998 -5.915 -1.376
C 1.552 2.777 -6.265 -0.567
C 2.375 2.114 -5.369 -1.155
C 1.876 1.682 -4.146 -0.464
C -2.171 -0.516 -0.179 2.013
O -0.890 -0.550 0.232 1.035
C -2.990 0.030 1.013 -0.507
C -3.655 -0.824 1.893 -0.145
C -4.254 -0.348 3.054 -0.772
C -4.196 1.002 3.374 -0.645
C -3.518 1.862 2.519 -0.625
C -2.921 1.381 1.362 -0.043
C -2.685 -1.909 -0.589 -1.158
C -1.759 -2.936 -0.709 -0.556
C -2.143 -4.209 -1.109 -0.654
C -3.480 -4.480 -1.369 -0.738
C -4.422 -3.470 -1.214 -1.058
C -4.027 -2.196 -0.833 0.848
H -4.192 -1.773 -3.768 0.315
H -2.513 -1.991 -3.283 0.067
H -2.889 -1.522 -4.956 0.482
H -5.003 0.607 -4.368 0.383
H -3.635 0.854 -5.474 0.332
H -3.897 1.971 -4.113 0.437
H -2.289 1.467 -0.998 -0.171
H -0.613 -0.616 -2.353 -0.825
H 1.322 2.393 -0.121 -0.219
H 0.723 4.342 1.241 0.483
H -1.241 5.740 0.637 0.355
H -2.591 5.125 -1.357 0.420
H -1.985 3.173 -2.697 -0.217
H -1.306 2.732 -4.472 0.203
H -0.437 3.512 -6.602 0.410
H 1.934 3.118 -7.221 0.378
H 3.415 1.931 -5.616 0.443
H 2.506 1.171 -3.430 0.219
H -3.678 -1.887 1.690 0.336
H -4.761 -1.044 3.713 0.298
H -4.666 1.377 4.276 0.378
H -3.445 2.919 2.755 0.463
H -2.361 2.075 0.748 -0.145
H -0.734 -2.703 -0.452 0.805
H -1.395 -4.989 -1.194 0.443
H -3.789 -5.474 -1.671 0.370
H -5.472 -3.676 -1.396 0.416
H -4.766 -1.413 -0.722 0.440
C 1.643 -4.655 0.511 -0.464
O 1.361 -4.347 -0.871 -0.447
C 1.933 -3.222 -1.326 0.413
O 2.726 -2.550 -0.691 -0.431
N 1.473 -2.903 -2.557 -0.029
N 1.972 -1.727 -3.172 -0.493
H 1.337 -5.689 0.646 0.203
H 1.056 -4.014 1.170 0.050
H 2.699 -4.535 0.727 0.341
H 0.545 -3.229 -2.784 0.299
H 1.713 -0.887 -2.631 -0.240
H 1.525 -1.659 -4.078 0.358
I 4.185 -2.012 3.911 0.184
I 3.769 -5.069 4.109 -0.741
S -1.096 -3.425 2.997 -0.367
C -0.594 -2.526 4.322 0.123
N -1.347 -1.485 4.764 0.052
C -0.938 -0.558 5.802 -0.027
C -0.042 -1.280 6.792 -0.958
C 1.087 -1.952 6.034 -0.192
N 0.525 -2.815 5.008 0.030
H -2.071 -1.209 4.116 -0.060
H -1.833 -0.177 6.300 0.432
H -0.408 0.301 5.377 -0.097
H -0.624 -2.035 7.328 0.312
H 0.359 -0.575 7.520 0.426
H 1.703 -2.567 6.691 0.376
H 1.744 -1.203 5.585 -0.134
H 1.108 -3.548 4.622 0.080
C 5.748 -1.319 -0.900 -1.381
C 5.004 -0.123 -1.446 0.536
O 5.051 0.915 -0.482 -0.405
C 4.259 2.026 -0.856 0.955
C 4.259 3.018 0.286 -1.165
H 5.744 -2.126 -1.633 0.373
H 5.265 -1.683 0.005 0.173
H 6.781 -1.054 -0.668 0.412
H 3.967 -0.391 -1.672 -0.186
H 5.459 0.227 -2.387 0.306
H 3.238 1.700 -1.083 -0.484
H 4.666 2.481 -1.774 0.370
H 3.867 2.547 1.189 0.019
H 3.631 3.877 0.041 0.351
H 5.270 3.370 0.499 0.420
```

ΔE to the lowest compared entry with this formula, charge and spin ... 0.0 kcal per mole
Total charge ... -2
LUMO ... 3.700 eV
HOMO-LUMO gap ... 6.6404 eV

---

- Among the records above, which one has the highest ΔE to the lowest compared entry with this formula, charge and spin?
  C46H56AsBrN4O5PSi3Zr